2 unconnected molecules or ions with the total composition C5H8O4 at a distorted geometry. Source: the Open Molecules 2025 dataset; level of theory: the ωB97M-V functional and the def2-TZVPD basis.

Summary:
DFT total energy in Eh: -496.2210
Highest occupied orbital energy (spin up / spin down) in eV: -3.937 / -3.930
ΔE to the lowest compared entry with this formula, charge and spin in eV: 1.744
2S+1: 2
Kohn-Sham gap (spin up / spin down) in eV: 7.12 / 3.20
Charge: -1
Strongest force on any atom in Eh/bohr: 0.10496
E_LUMO (spin up / spin down) in eV: 3.2 / -0.7

CARTESIAN COORDINATES (ANGSTROEM)
C (1.69492, -0.64218, -1.77332)
C (2.18479, 0.84610, -1.29385)
O (2.61281, 0.91709, -0.14184)
O (1.85549, 1.82431, -1.99600)
H (1.56082, -1.34318, -0.86615)
H (2.56479, -0.80497, -2.32293)
H (0.71648, -0.51639, -2.39192)
C (-2.37475, -0.40219, 0.54272)
C (-1.56047, -0.73861, -0.82228)
C (-1.50408, -0.44694, 1.71654)
O (-1.48396, 0.62725, 2.28657)
O (-1.15613, -1.61000, 2.06250)
H (-2.77082, 0.61527, 0.44394)
H (-3.24159, -1.10348, 0.53827)
H (-2.18116, -0.73356, -1.70914)
H (-1.26459, -1.84427, -0.82889)
H (-0.65204, -0.03575, -0.77195)

Atomic partial charges in e from the natural (NBO) method, atoms 1 to 4:
1 C -0.67
2 C 0.71
3 O -0.18
4 O -0.62